(1)
109
Properties=species:S:1:pos:R:3:lowdin_charge:R:1 method="wB97M-V/def2-TZVPD" multiplicity=1 homo_lumo_gap_ev=7.441 homo_energy_ha=-0.1633 charge=-3
K 1.545 -3.467 4.485 0.89
Li -2.369 -1.557 0.885 0.60
Li -1.076 4.420 -0.033 0.61
Cs 1.872 -4.457 -0.438 1.04
C -1.823 -2.935 -3.633 -0.67
F -1.807 -3.736 -4.686 0.14
F -0.619 -2.438 -3.623 0.17
F -2.727 -1.998 -3.792 0.16
S -2.157 -3.920 -1.956 0.71
O -0.910 -4.667 -1.687 -0.47
O -2.497 -2.937 -0.937 -0.35
N -3.298 -5.070 -2.391 -0.30
S -4.705 -4.482 -2.299 0.54
O -5.475 -4.969 -1.166 -0.31
O -4.748 -3.032 -2.318 -0.32
C -5.592 -5.155 -3.844 -0.71
F -4.813 -5.108 -4.937 0.12
F -5.875 -6.388 -3.559 0.15
F -6.672 -4.453 -4.057 0.16
C 0.332 -0.114 2.310 -0.53
F -0.832 0.394 2.728 0.12
F 1.237 0.894 2.661 0.10
F 0.615 -1.285 2.906 0.05
S 0.332 -0.454 0.354 0.76
O 1.352 0.437 -0.273 -0.25
O 0.474 -1.894 0.063 -0.46
N -1.351 -0.179 0.065 -0.41
S -1.444 0.950 -0.986 0.62
O -1.181 2.253 -0.380 -0.36
O -0.809 0.603 -2.268 -0.28
C -3.420 0.863 -1.409 -0.48
F -3.641 0.644 -2.757 0.09
F -4.042 -0.141 -0.740 0.10
F -4.018 2.069 -1.112 0.09
C -2.765 5.274 3.186 -0.58
F -2.325 5.897 4.285 0.14
F -1.907 4.342 2.745 0.10
F -3.992 4.667 3.310 0.11
S -2.775 6.644 1.763 0.75
O -4.010 7.412 2.095 -0.33
O -1.458 7.282 1.942 -0.32
N -2.665 5.618 0.279 -0.36
S -3.816 6.343 -0.510 0.54
O -5.179 5.926 -0.134 -0.33
O -3.519 7.729 -0.635 -0.31
C -3.663 5.673 -2.395 -0.62
F -4.001 4.401 -2.472 0.14
F -4.315 6.461 -3.276 0.12
F -2.402 5.715 -2.800 0.11
C 4.889 -0.835 3.441 -0.61
F 5.521 0.045 2.588 0.14
F 5.386 -0.890 4.655 0.16
F 3.640 -0.549 3.683 0.14
S 4.862 -2.625 2.647 0.76
O 3.895 -2.629 1.473 -0.40
O 6.259 -3.013 2.268 -0.31
N 4.166 -3.518 3.908 -0.43
S 5.193 -4.262 4.716 0.47
O 6.449 -3.574 4.809 -0.29
O 4.619 -4.665 5.937 -0.30
C 5.561 -6.016 3.810 -0.61
F 4.561 -6.914 3.880 0.12
F 5.857 -5.843 2.580 0.17
F 6.735 -6.487 4.369 0.08
C 7.739 -1.101 -3.472 -0.52
F 7.577 -0.941 -2.094 0.07
F 8.769 -0.222 -3.788 0.05
F 8.262 -2.298 -3.766 0.10
S 6.145 -0.746 -4.613 0.74
O 5.855 0.720 -4.436 -0.34
O 6.594 -1.114 -5.954 -0.33
N 4.952 -1.809 -3.898 -0.31
S 4.235 -1.115 -2.682 0.58
O 3.415 -2.104 -1.922 -0.43
O 5.041 -0.184 -1.948 -0.28
C 2.848 -0.253 -3.690 -0.64
F 1.769 0.112 -2.935 0.09
F 3.298 0.696 -4.476 0.14
F 2.385 -1.124 -4.571 0.11
C -4.331 -4.882 2.529 -0.64
F -3.145 -4.851 3.139 0.09
F -4.147 -5.452 1.296 0.11
F -5.130 -5.561 3.230 0.22
S -4.852 -2.961 2.240 0.67
O -5.220 -2.836 0.849 -0.30
O -5.979 -2.735 3.146 -0.32
N -3.515 -1.916 2.452 -0.36
S -3.281 -1.971 4.066 0.64
O -3.974 -2.993 4.941 -0.32
O -1.863 -1.829 4.279 -0.35
C -3.868 -0.253 4.756 -0.63
F -3.216 0.762 4.268 0.18
F -5.180 -0.042 4.387 0.08
F -3.978 -0.342 6.070 0.14
C 0.310 3.827 -3.452 -0.62
F -0.761 3.313 -2.864 0.11
F 1.218 2.836 -3.608 0.14
F 0.002 4.434 -4.575 0.16
S 1.015 5.274 -2.298 0.70
O 2.396 5.398 -2.737 -0.31
O 0.196 6.364 -2.738 -0.29
N 0.761 4.474 -0.733 -0.40
S 2.167 4.242 -0.033 0.62
O 2.107 3.629 1.301 -0.32
O 3.108 3.544 -0.983 -0.31
C 2.790 6.072 0.416 -0.56
F 1.786 6.912 0.919 0.06
F 3.740 5.982 1.319 0.13
F 3.300 6.748 -0.656 0.08

---

(2)
68
Properties=species:S:1:pos:R:3:nbo_charge:R:1 method="wB97M-V/def2-TZVPD" multiplicity=1 homo_lumo_gap_ev=5.866 homo_energy_ha=-0.3463 charge=0
O -3.550 -6.827 1.960 -0.72
H -4.049 -7.636 1.823 0.57
H -2.618 -7.034 2.059 0.58
H -3.893 -6.391 2.743 0.58
As 0.434 -2.198 0.540 2.80
F 0.008 -3.090 2.008 -0.64
F 0.465 -3.764 -0.312 -0.64
F 0.755 -1.281 -1.012 -0.63
F 0.370 -0.691 1.547 -0.63
F 2.186 -2.192 0.720 -0.61
F -1.330 -2.083 0.241 -0.64
O -1.332 2.684 4.995 -0.94
H -0.762 2.101 4.495 0.47
H -1.092 3.564 4.703 0.47
O -4.926 0.067 3.213 -0.95
H -4.190 -0.499 2.978 0.47
H -4.520 0.897 3.463 0.48
O -6.408 -3.412 -3.463 -0.94
H -5.541 -3.268 -3.083 0.47
H -6.843 -2.562 -3.396 0.47
C 5.849 5.127 0.214 -0.62
C 4.727 4.172 0.686 0.11
C 3.582 3.974 -0.281 -0.65
O 5.249 2.944 1.164 -0.73
H 5.295 5.976 -0.187 0.21
H 6.401 4.644 -0.592 0.21
H 6.541 5.412 1.007 0.22
H 4.204 4.635 1.524 0.14
H 2.816 3.322 0.137 0.22
H 4.006 3.677 -1.240 0.21
H 2.882 4.773 -0.526 0.22
H 4.561 2.327 1.423 0.48
C 5.554 -6.059 3.719 -0.63
C 5.753 -4.981 4.823 0.10
C 4.912 -5.332 6.029 -0.63
O 7.150 -4.966 5.204 -0.72
H 5.770 -7.004 4.217 0.20
H 6.186 -5.978 2.835 0.21
H 4.514 -6.140 3.403 0.21
H 5.525 -4.008 4.386 0.16
H 5.227 -6.280 6.464 0.21
H 3.853 -5.361 5.774 0.21
H 5.203 -4.620 6.802 0.22
H 7.536 -4.577 4.416 0.46
C -2.284 -0.097 -6.482 -0.65
C -1.194 -0.549 -7.506 0.09
C -1.275 -2.005 -7.788 -0.63
O -1.415 0.071 -8.800 -0.74
H -2.357 -0.858 -5.704 0.22
H -3.236 0.177 -6.937 0.22
H -2.003 0.881 -6.092 0.21
H -0.161 -0.246 -7.336 0.18
H -0.728 -2.599 -7.056 0.21
H -0.762 -2.301 -8.704 0.22
H -2.295 -2.386 -7.841 0.21
H -1.754 0.959 -8.665 0.46
C -4.014 4.509 -0.060 -0.64
C -4.792 5.592 0.676 0.09
C -5.018 6.886 -0.101 -0.65
O -6.006 4.921 1.001 -0.71
H -3.772 3.645 0.558 0.22
H -3.071 4.953 -0.381 0.20
H -4.361 4.111 -1.014 0.20
H -4.174 5.855 1.534 0.18
H -4.177 7.270 -0.678 0.22
H -5.467 7.705 0.460 0.22
H -5.789 6.830 -0.870 0.20
H -6.352 4.612 0.160 0.46

---

(3)
19
Properties=species:S:1:pos:R:3:nbo_charge:R:1 method="wB97M-V/def2-TZVPD" multiplicity=1 smiles=C[C@]12CC#C[C@](C)(C1)S2 de_lowest_kj_mol=541.5 homo_lumo_gap_ev=8.301 homo_energy_ha=-0.3145 charge=0
C -2.027 0.254 -0.675 -0.63
C -0.657 -0.432 -0.298 -0.05
C -0.859 -1.957 0.141 -0.48
C 0.508 -2.387 0.459 0.01
C 1.467 -1.621 0.421 -0.03
C 1.595 -0.253 -0.016 -0.03
C 2.769 0.639 -0.071 -0.66
C 0.254 0.322 0.609 -0.45
S 0.497 -0.290 -1.805 0.05
H -1.932 0.907 -1.572 0.23
H -2.394 0.892 0.139 0.22
H -2.679 -0.649 -0.908 0.21
H -1.251 -2.500 -0.709 0.24
H -1.553 -2.043 1.071 0.24
H 2.472 1.720 -0.353 0.24
H 3.608 0.141 -0.561 0.24
H 3.300 0.722 0.868 0.23
H 0.206 -0.084 1.655 0.20
H 0.223 1.337 0.702 0.23

---

(4)
16
Properties=species:S:1:pos:R:3:nbo_charge:R:1 method="wB97M-V/def2-TZVPD" multiplicity=1 smiles=Cc1cc[nH]c1C de_lowest_kj_mol=14.1 homo_lumo_gap_ev=8.882 homo_energy_ha=-0.2872 charge=0
C 1.584 1.303 0.034 -0.62
C 0.254 0.629 -0.101 -0.09
C -0.862 1.357 -0.595 -0.30
C -1.928 0.502 -0.669 -0.07
N -1.495 -0.720 -0.222 -0.51
C -0.167 -0.661 0.141 0.12
C 0.532 -1.875 0.676 -0.64
H 2.108 1.357 -0.928 0.21
H 2.254 0.828 0.758 0.21
H 1.402 2.342 0.337 0.21
H -0.805 2.416 -0.813 0.22
H -2.948 0.651 -0.994 0.21
H -2.085 -1.528 -0.103 0.41
H 1.353 -1.590 1.340 0.23
H 0.953 -2.502 -0.120 0.22
H -0.150 -2.507 1.261 0.21

---

(5)
14
Properties=species:S:1:pos:R:3:nbo_charge:R:1 method="wB97M-V/def2-TZVPD" multiplicity=1 smiles="C[C@@H](C=O)C(N)=O" de_lowest_kj_mol=41.9 homo_lumo_gap_ev=10.459 homo_energy_ha=-0.3599 charge=0
C 0.582 0.310 1.276 -0.63
C 0.544 -0.101 -0.191 -0.43
C 0.829 -1.590 -0.369 0.45
O 1.339 -2.268 0.489 -0.52
C -0.703 0.249 -1.005 0.68
N -1.581 1.119 -0.443 -0.82
O -0.878 -0.225 -2.115 -0.62
H -0.290 -0.065 1.823 0.22
H 1.464 -0.132 1.745 0.25
H 0.633 1.397 1.395 0.21
H 1.361 0.406 -0.729 0.26
H 0.543 -2.006 -1.352 0.15
H -1.457 1.525 0.467 0.40
H -2.386 1.380 -0.991 0.41

---

(6)
25
Properties=species:S:1:pos:R:3:nbo_charge:R:1 method="wB97M-V/def2-TZVPD" multiplicity=1 smiles=CNCCC(C)C.O de_lowest_kj_mol=233.5 homo_lumo_gap_ev=8.978 homo_energy_ha=-0.3018 charge=0
C 0.435 -0.539 2.601 -0.45
N -0.652 0.419 2.265 -0.67
C -0.638 1.116 1.014 -0.22
C -0.839 0.124 -0.189 -0.40
C -0.098 0.340 -1.568 -0.22
C -0.447 1.784 -2.032 -0.62
C -0.800 -0.663 -2.481 -0.60
H 1.250 -0.574 1.815 0.20
H 0.108 -1.563 2.857 0.20
H 1.069 0.136 3.416 0.20
H -1.540 0.033 2.667 0.37
H 0.323 1.679 0.974 0.19
H -1.458 1.851 1.020 0.20
H -0.492 -0.824 0.213 0.19
H -2.002 0.164 -0.366 0.20
H 0.903 0.260 -1.431 0.19
H -1.058 2.227 -1.262 0.20
H -0.973 1.947 -2.966 0.21
H 0.517 2.203 -2.185 0.21
H -0.496 -0.638 -3.495 0.21
H -1.886 -0.685 -2.420 0.21
H -0.454 -1.680 -2.206 0.20
O 2.634 -2.026 0.316 -0.93
H 2.239 -2.613 0.986 0.47
H 1.758 -1.622 -0.067 0.46

---

(7)
57
Properties=species:S:1:pos:R:3:nbo_charge:R:1 method="wB97M-V/def2-TZVPD" multiplicity=1 de_lowest_kj_mol=189.1 homo_lumo_gap_ev="5.256 / 5.255" homo_energy_ha="-0.1625 / -0.1624" charge=-1
Pd 0.384 0.479 0.103 0.73
S -0.674 2.245 1.682 -0.10
C -1.399 1.205 2.865 -0.09
C -1.779 1.734 4.111 -0.26
C -2.411 0.953 5.062 -0.23
C -2.649 -0.391 4.793 -0.25
C -2.257 -0.924 3.578 -0.21
C -1.650 -0.127 2.598 -0.28
S -1.301 -0.870 1.051 0.10
H -1.558 2.778 4.308 0.21
H -2.707 1.380 6.013 0.20
H -3.134 -1.020 5.530 0.20
H -2.412 -1.977 3.361 0.21
I 2.763 1.278 -1.147 0.36
C 1.554 2.155 -2.568 -0.12
C 2.152 2.676 -3.676 -0.26
C 1.362 3.327 -4.653 -0.22
C 0.021 3.449 -4.462 -0.20
C -0.613 2.913 -3.309 0.04
C -2.010 3.055 -3.133 -0.23
C -2.628 2.485 -2.065 -0.20
C -1.885 1.744 -1.119 -0.27
C -0.537 1.620 -1.229 0.03
C 0.154 2.210 -2.334 -0.21
H 3.223 2.593 -3.806 0.22
H 1.835 3.725 -5.544 0.21
H -0.597 3.954 -5.196 0.20
H -2.571 3.620 -3.869 0.20
H -3.699 2.584 -1.934 0.21
H -2.400 1.267 -0.303 0.25
Br 5.025 -3.953 4.595 0.03
C 4.625 -2.139 4.218 -0.14
C 5.344 -1.144 4.856 0.00
N 5.121 0.152 4.630 -0.42
C 4.160 0.472 3.755 0.06
C 3.392 -0.467 3.081 -0.16
C 3.633 -1.811 3.317 -0.16
C 2.316 -0.038 2.107 0.74
O 1.779 -0.956 1.404 -0.74
O 2.028 1.159 2.029 -0.72
H 6.121 -1.396 5.570 0.19
H 3.982 1.525 3.575 0.22
H 3.047 -2.554 2.793 0.26
C -2.132 -3.619 -1.432 -1.14
Si -1.315 -2.496 -2.672 1.47
C -2.667 -1.477 -3.455 -1.14
C -0.534 -3.534 -4.006 -1.12
Se 0.365 -1.274 -1.856 -0.60
H -2.801 -4.327 -1.938 0.22
H -2.722 -3.034 -0.719 0.24
H -1.387 -4.186 -0.866 0.24
H -3.336 -2.116 -4.046 0.22
H -2.244 -0.712 -4.114 0.24
H -3.263 -0.971 -2.688 0.24
H -1.284 -4.180 -4.476 0.23
H 0.263 -4.158 -3.593 0.24
H -0.092 -2.891 -4.773 0.24

---

(8)
8
Properties=species:S:1:pos:R:3:nbo_charge:R:1 method="wB97M-V/def2-TZVPD" multiplicity=1 de_lowest_kj_mol=416.8 homo_lumo_gap_ev="9.043 / 6.882" homo_energy_ha="-0.3849 / -0.3069" charge=0
C 0.852 0.110 -1.119 -0.32
O -0.158 -0.760 -0.877 -0.31
P -1.394 -1.022 2.021 0.43
Br 0.084 0.591 2.513 -0.24
Br -2.876 0.123 0.934 -0.18
H 1.555 0.199 -0.205 0.23
H 0.426 1.104 -1.473 0.17
H 1.511 -0.346 -1.794 0.22

---

(9)
42
Properties=species:S:1:pos:R:3:nbo_charge:R:1 method="wB97M-V/def2-TZVPD" multiplicity=1 de_lowest_kj_mol=0.0 homo_lumo_gap_ev=8.111 homo_energy_ha=-0.2096 charge=-1
Zn 0.676 -0.501 0.702 1.62
O 3.498 1.691 -0.264 -1.01
P 3.134 1.355 1.267 2.57
O 4.259 1.671 2.150 -1.13
O 2.513 -0.034 1.303 -1.29
O 1.900 2.395 1.583 -1.11
P 0.541 2.578 0.742 2.55
O 0.914 3.726 -0.332 -1.00
O -0.559 3.004 1.626 -1.15
O 0.374 1.327 -0.115 -1.28
H 2.754 1.480 -0.844 0.50
H 0.757 4.588 0.069 0.50
N -2.193 0.171 0.598 -0.82
C -2.605 0.026 1.906 0.19
C -3.940 -0.088 2.230 -0.27
C -4.373 -0.228 3.558 -0.18
C -3.473 -0.232 4.584 -0.25
C -2.092 -0.142 4.293 -0.09
C -1.119 -0.127 5.320 -0.12
C 0.200 -0.064 5.002 -0.26
C 0.567 -0.069 3.642 0.08
N -0.303 -0.076 2.661 -0.55
C -1.639 -0.065 2.959 0.21
H -2.947 0.350 -0.046 0.38
H -1.414 0.805 0.436 0.43
H -4.672 -0.036 1.432 0.20
H -5.434 -0.306 3.762 0.21
H -3.791 -0.301 5.617 0.20
H -1.448 -0.161 6.352 0.21
H 0.974 -0.037 5.756 0.22
H 1.611 -0.085 3.351 0.24
F 0.015 -6.168 -1.564 -0.35
C 0.142 -4.906 -1.066 0.38
C 1.402 -4.416 -0.802 -0.31
C 1.512 -3.125 -0.295 -0.22
C 0.399 -2.311 -0.048 -0.58
C -0.850 -2.872 -0.336 -0.22
C -0.995 -4.160 -0.842 -0.31
H 2.270 -5.036 -0.990 0.21
H 2.506 -2.745 -0.083 0.21
H -1.745 -2.286 -0.161 0.21
H -1.967 -4.584 -1.061 0.21

---

(10)
74
Properties=species:S:1:pos:R:3:lowdin_charge:R:1 method="wB97M-V/def2-TZVPD" multiplicity=1 smiles=OCCO.OCCO.OCCO.OCCO.OCCO.CO.CO.CO.CO de_lowest_kj_mol=85.8 homo_lumo_gap_ev=10.244 homo_energy_ha=-0.3589 charge=0
O 2.126 2.098 -0.147 -0.02
C 1.642 1.523 1.026 -0.25
C 1.892 2.433 2.207 -0.27
O 1.566 1.989 3.463 -0.09
H 1.552 2.778 -0.410 0.06
H 0.565 1.265 0.904 0.11
H 2.035 0.546 1.209 0.08
H 1.384 3.356 2.079 0.11
H 3.002 2.706 2.170 0.15
H 2.206 1.212 3.648 0.10
O -0.919 1.266 -1.499 -0.11
C -1.451 1.289 -2.820 -0.20
C -3.014 1.371 -2.868 -0.16
O -3.425 2.745 -2.453 -0.11
H -1.012 2.167 -1.089 0.08
H -1.086 2.119 -3.349 0.10
H -1.221 0.392 -3.419 0.12
H -3.455 0.697 -2.114 0.11
H -3.469 1.105 -3.871 0.13
H -3.563 2.761 -1.502 0.03
O -1.622 3.782 -0.178 -0.08
C -1.926 3.452 1.193 -0.21
C -3.369 3.093 1.421 -0.24
O -3.882 2.045 0.628 -0.04
H -2.010 4.650 -0.377 0.11
H -1.404 2.517 1.342 0.10
H -1.576 4.119 1.921 0.11
H -4.007 3.970 1.283 0.13
H -3.424 2.834 2.506 0.13
H -3.337 1.343 0.950 0.05
O -0.067 -2.263 -4.454 -0.08
C -0.389 -3.638 -4.194 -0.24
C 0.780 -4.345 -3.520 -0.27
O 1.108 -3.846 -2.254 -0.08
H 0.517 -1.964 -3.747 0.04
H -1.371 -3.744 -3.638 0.13
H -0.442 -4.129 -5.193 0.12
H 1.593 -4.201 -4.221 0.12
H 0.509 -5.379 -3.464 0.11
H 0.211 -3.587 -1.908 0.07
O -1.610 -0.229 0.694 -0.07
C -2.093 -1.525 0.817 -0.24
C -1.032 -2.534 0.285 -0.19
O -0.846 -2.342 -1.104 -0.07
H -1.880 0.021 -0.189 0.05
H -2.216 -1.810 1.857 0.11
H -3.050 -1.752 0.372 0.12
H -1.386 -3.604 0.555 0.15
H -0.056 -2.402 0.726 0.10
H -0.405 -1.560 -1.328 0.03
C -0.909 0.670 4.428 -0.15
O -1.123 2.093 4.319 -0.14
H -1.603 0.276 5.177 0.08
H -1.033 0.084 3.478 0.07
H 0.060 0.448 4.842 0.05
H -0.227 2.479 4.151 0.06
C 1.852 -1.306 3.302 -0.14
O 2.935 -0.471 3.616 -0.11
H 1.481 -1.758 4.184 0.08
H 1.130 -0.677 2.852 0.04
H 2.033 -2.061 2.478 0.10
H 3.761 -0.916 3.480 0.08
C 3.924 -1.535 0.358 -0.16
O 2.701 -2.083 -0.087 -0.13
H 4.724 -1.549 -0.424 0.10
H 3.719 -0.540 0.718 0.06
H 4.319 -2.007 1.259 0.06
H 2.810 -2.887 -0.617 0.08
C 2.454 -0.269 -2.759 -0.12
O 1.195 -0.527 -2.132 -0.16
H 2.375 0.184 -3.774 0.09
H 3.038 0.469 -2.172 0.08
H 2.925 -1.225 -2.779 0.06
H 0.786 0.319 -1.844 0.06

---

| no. | maximum force (eV Å⁻¹) |
| --- | --- |
| 1 | 5.35 |
| 2 | 2.22 |
| 3 | 4.60 |
| 4 | 0.40 |
| 5 | 0.50 |
| 6 | 6.57 |
| 7 | 1.42 |
| 8 | 2.61 |
| 9 | 0.20 |
| 10 | 3.62 |